[1]
{"formula": "C5H8O", "method": "wB97M-V/def2-TZVPD", "e_homo_ha": -0.337, "relative_energy_kcal_mol": 65.5, "total_charge": 0, "lumo_ha": 0.038, "total_energy_ev": -7359.41647, "molar_mass_da": 84.1, "spin_multiplicity": 1, "orbital_gap_ev": 10.2, "elements": ["C", "C", "C", "C", "C", "O", "H", "H", "H", "H", "H", "H", "H", "H"], "xyz": [[-1.406237, -0.769922, -0.408600], [-0.428306, 0.361533, -0.536017], [-0.046159, 0.993436, 0.922234], [0.971093, 0.656855, -0.090605], [1.674133, -0.621249, 0.072435], [2.762166, -0.843742, -0.396477], [-2.369524, -0.245603, -0.361084], [-1.480355, -1.501542, -1.215779], [-1.266955, -1.248909, 0.554059], [-0.570513, 0.867366, -1.511956], [0.185098, 0.456325, 1.868906], [-0.574427, 1.884642, 1.186596], [1.493640, 1.428008, -0.637594], [1.056351, -1.417192, 0.553879]], "forces_ev_per_angstrom": [[-0.01, -0.34, 0.21], [-0.39, 0.41, 0.84], [-0.62, -0.19, -0.73], [0.85, -0.21, -0.20], [0.65, -0.02, 0.06], [-0.06, -0.28, 0.15], [0.04, -0.35, 0.02], [0.31, 0.03, -0.03], [-0.16, -0.44, -0.03], [-0.60, 0.90, 1.32], [-1.25, -0.66, -0.98], [0.80, 1.15, -0.46], [0.11, -0.13, -0.22], [0.34, 0.12, 0.05]], "nbo_charge": [-0.611, -0.198, -0.440, -0.341, 0.438, -0.527, 0.219, 0.209, 0.210, 0.233, 0.226, 0.237, 0.240, 0.105]}


[2]
{"formula": "C5H8O", "method": "wB97M-V/def2-TZVPD", "e_homo_ha": -0.332, "relative_energy_kcal_mol": 75.0, "total_charge": 0, "lumo_ha": 0.042, "total_energy_ev": -7359.00440, "molar_mass_da": 84.1, "spin_multiplicity": 1, "orbital_gap_ev": 10.2, "elements": ["C", "C", "C", "C", "O", "C", "H", "H", "H", "H", "H", "H", "H", "H"], "xyz": [[0.430212, 0.783681, 1.386915], [0.080879, 1.207032, 2.595938], [0.175426, -0.170127, -1.987767], [-1.069061, -0.659739, -1.293428], [-0.280627, -1.779570, -0.772984], [0.785230, -1.231295, -1.456400], [0.545545, 1.468971, 0.549658], [0.600681, -0.269264, 1.173068], [-0.029923, 0.518809, 3.430428], [-0.104044, 2.258084, 2.804291], [-1.453463, -0.057134, -0.465026], [-1.881614, -1.032745, -1.922899], [1.762503, -1.701328, -1.423405], [0.438257, 0.664626, -2.618389]], "forces_ev_per_angstrom": [[-0.07, 0.05, 0.12], [0.05, -0.04, -0.11], [0.09, -0.07, 0.01], [-0.34, 0.14, 0.01], [0.03, -0.08, 0.02], [0.22, 0.05, -0.11], [-0.01, -0.08, 0.16], [-0.02, 0.16, 0.08], [0.00, 0.08, -0.13], [0.04, -0.14, -0.05], [0.05, -0.07, -0.13], [0.11, 0.06, 0.08], [-0.14, 0.09, -0.04], [-0.03, -0.15, 0.09]], "nbo_charge": [-0.397, -0.388, -0.363, -0.084, -0.504, 0.135, 0.194, 0.201, 0.193, 0.192, 0.202, 0.196, 0.199, 0.225]}


[3]
{"formula": "C5H8O", "method": "wB97M-V/def2-TZVPD", "e_homo_ha": [-0.298, -0.282], "relative_energy_kcal_mol": 115.0, "total_charge": 0, "lumo_ha": [-0.015, -0.012], "total_energy_ev": -7357.26936, "molar_mass_da": 84.1, "spin_multiplicity": 1, "orbital_gap_ev": [7.7, 7.3], "elements": ["C", "C", "C", "C", "C", "O", "H", "H", "H", "H", "H", "H", "H", "H"], "xyz": [[2.619264, 0.233889, -0.503908], [1.579897, -0.229666, 0.456540], [0.240611, -0.301280, 0.075296], [-0.931494, -0.956825, 0.268770], [-2.217108, -0.157337, 0.281914], [-2.022841, 1.233112, 0.162465], [3.136755, 1.112979, -0.090574], [3.393018, -0.548333, -0.499299], [2.335419, 0.438183, -1.547372], [-0.087244, 0.534936, -0.560489], [-1.019382, -2.034779, 0.379456], [-2.919269, -0.430003, -0.511713], [-2.714288, -0.396496, 1.240534], [-1.393342, 1.501615, 0.848385]], "forces_ev_per_angstrom": [[0.14, 0.00, 0.17], [-0.59, -0.28, -0.63], [0.39, 0.23, -0.18], [-0.26, -0.30, 0.13], [-0.06, -0.33, -0.07], [0.10, 0.06, 0.16], [-0.12, -0.20, -0.05], [-0.09, 0.10, -0.04], [-0.14, -0.07, 0.21], [0.56, 0.77, 0.19], [0.06, 0.11, 0.44], [0.11, -0.07, 0.03], [0.07, -0.02, -0.20], [-0.17, 0.00, -0.14]], "nbo_charge": [-0.746, 0.123, -0.450, -0.125, -0.104, -0.704, 0.243, 0.255, 0.193, 0.264, 0.205, 0.194, 0.181, 0.472]}


[4]
{"formula": "C5H8O", "method": "wB97M-V/def2-TZVPD", "e_homo_ha": -0.302, "relative_energy_kcal_mol": 78.9, "total_charge": 0, "lumo_ha": 0.037, "total_energy_ev": -7358.83458, "molar_mass_da": 84.1, "spin_multiplicity": 1, "orbital_gap_ev": 9.2, "elements": ["C", "C", "C", "C", "C", "O", "H", "H", "H", "H", "H", "H", "H", "H"], "xyz": [[0.979046, 0.032590, 0.081344], [-0.423176, -0.180400, 0.066557], [2.249983, 0.634635, -0.259975], [-0.946514, -1.520142, 0.241685], [-1.366666, 0.994136, -0.000461], [2.127282, -0.769251, -0.059847], [2.365994, 0.917309, -1.296176], [2.877739, 1.343835, 0.417513], [-1.237985, -1.862162, -0.665899], [-0.210185, -2.166269, 0.625407], [-1.733668, -1.499833, 0.900957], [-1.428130, 1.460020, -1.045455], [-2.367058, 0.685164, 0.351977], [-0.886657, 1.930365, 0.642373]], "forces_ev_per_angstrom": [[-3.21, -0.95, -0.61], [5.41, 2.52, 0.32], [0.14, 2.30, 0.58], [1.57, 0.60, 0.82], [1.48, 2.78, 0.20], [-0.73, -0.14, 0.71], [0.18, -0.01, -0.29], [-1.13, -1.82, -0.71], [-1.27, -1.42, -2.83], [0.97, -0.93, 0.43], [-2.10, -0.14, 1.53], [-0.18, -0.92, 1.26], [0.47, 0.54, -0.08], [-1.61, -2.43, -1.34]], "nbo_charge": [0.252, -0.063, -0.126, -0.630, -0.635, -0.478, 0.180, 0.189, 0.214, 0.226, 0.207, 0.222, 0.218, 0.224]}


[5]
{"formula": "C5H8O", "method": "wB97M-V/def2-TZVPD", "e_homo_ha": -0.326, "relative_energy_kcal_mol": 132.1, "total_charge": 0, "lumo_ha": 0.030, "total_energy_ev": -7356.52617, "molar_mass_da": 84.1, "spin_multiplicity": 1, "orbital_gap_ev": 9.7, "elements": ["C", "O", "C", "C", "C", "C", "H", "H", "H", "H", "H", "H", "H", "H"], "xyz": [[1.903631, -0.751925, 0.195433], [1.712217, 0.482167, -0.489997], [0.602111, 0.579549, -1.273749], [-0.208816, -0.625439, -1.659225], [-0.939792, 0.115261, -0.848286], [-2.112875, 0.169764, 0.076018], [1.857181, -1.602658, -0.488827], [2.893177, -0.684877, 0.650775], [1.147676, -0.880718, 0.979185], [-0.351828, 1.256756, -0.585041], [0.744325, 1.363768, -2.019657], [-1.808144, 0.162154, 1.128227], [-2.758713, 1.038453, -0.093197], [-2.670743, -0.741610, -0.135460]], "forces_ev_per_angstrom": [[0.05, -0.20, 0.17], [0.03, 0.08, 0.00], [0.47, -0.02, -0.46], [-0.31, 0.41, 0.47], [-0.12, -0.18, -0.07], [-0.05, -0.07, 0.00], [-0.01, 0.14, 0.08], [-0.16, 0.00, -0.07], [0.10, -0.01, -0.10], [0.15, -0.01, -0.22], [-0.16, 0.02, 0.28], [-0.02, -0.02, -0.18], [0.16, -0.15, -0.02], [-0.14, 0.01, 0.11]], "lowdin_charge": [-0.077, -0.125, -0.338, 0.040, -0.287, -0.062, 0.086, 0.091, 0.090, 0.188, 0.148, 0.083, 0.079, 0.085]}


[6]
{"formula": "C5H8O", "method": "wB97M-V/def2-TZVPD", "e_homo_ha": -0.373, "relative_energy_kcal_mol": 70.9, "total_charge": 0, "lumo_ha": 0.029, "total_energy_ev": -7359.17946, "molar_mass_da": 84.1, "spin_multiplicity": 1, "orbital_gap_ev": 10.9, "elements": ["C", "C", "C", "O", "C", "C", "H", "H", "H", "H", "H", "H", "H", "H"], "xyz": [[1.113745, -1.194938, 0.426520], [0.951614, 0.317594, 0.555918], [-0.329286, 0.763114, 1.210681], [-0.839405, 1.856726, 1.095313], [-1.515852, 0.654140, -1.303389], [-1.678421, -0.053002, -2.264719], [0.840097, -1.699149, 1.360774], [2.156135, -1.448610, 0.210276], [0.488910, -1.597639, -0.377149], [1.133706, 0.840342, -0.390160], [1.686449, 0.703145, 1.277307], [-0.772536, 0.029105, 1.909129], [-1.369147, 1.413485, -0.540445], [-1.866008, -0.584313, -3.170054]], "forces_ev_per_angstrom": [[-0.03, -0.05, 0.01], [0.04, 0.08, 0.10], [0.15, 0.38, 0.46], [0.48, -0.36, 0.55], [-0.27, 0.29, -0.95], [-0.01, 0.41, 0.31], [0.03, 0.06, -0.14], [-0.18, 0.03, 0.01], [0.07, 0.10, 0.14], [-0.18, -0.01, 0.24], [0.16, -0.04, -0.11], [-0.01, -0.07, 0.05], [-0.31, -0.65, -0.88], [0.08, -0.17, 0.20]], "nbo_charge": [-0.611, -0.525, 0.477, -0.557, -0.281, -0.240, 0.206, 0.219, 0.223, 0.241, 0.240, 0.114, 0.261, 0.233]}


[7]
{"formula": "C5H8O", "method": "wB97M-V/def2-TZVPD", "e_homo_ha": -0.328, "relative_energy_kcal_mol": 51.9, "total_charge": 0, "lumo_ha": 0.027, "total_energy_ev": -7360.00317, "molar_mass_da": 84.1, "spin_multiplicity": 1, "orbital_gap_ev": 9.7, "elements": ["C", "C", "C", "O", "C", "C", "H", "H", "H", "H", "H", "H", "H", "H"], "xyz": [[0.516997, -0.816274, -1.763388], [1.562507, -1.417038, -2.336738], [-0.343434, 0.827289, 1.645096], [-1.684672, 1.103723, 2.201518], [-0.399773, 0.302653, 0.264422], [0.592379, -0.273071, -0.412409], [-0.507049, -0.922820, -2.102913], [2.586890, -1.376659, -1.966796], [1.595445, -1.646898, -3.401515], [0.086877, 1.815666, 1.768688], [0.166388, 0.097180, 2.310446], [-2.121019, 1.423975, 1.403844], [-1.386469, 0.080002, -0.161227], [1.653500, -0.177269, -0.144812]], "forces_ev_per_angstrom": [[-0.46, -1.26, 1.07], [0.55, 1.17, -1.32], [-0.87, 0.53, 1.75], [0.82, -0.86, -1.03], [-0.30, -1.53, -0.65], [1.50, 1.09, -0.44], [0.11, 0.22, -0.80], [-0.36, 0.06, 0.60], [-0.63, -0.57, 0.25], [1.02, -0.09, -0.46], [-0.39, 0.58, -0.28], [-0.56, 0.15, 0.38], [0.00, 0.54, 0.21], [-0.42, -0.03, 0.72]], "nbo_charge": [-0.206, -0.376, -0.116, -0.710, -0.217, -0.201, 0.201, 0.191, 0.201, 0.191, 0.198, 0.454, 0.197, 0.193]}


[8]
{"formula": "C5H8O", "method": "wB97M-V/def2-TZVPD", "e_homo_ha": -0.369, "relative_energy_kcal_mol": 47.4, "total_charge": 0, "lumo_ha": 0.040, "total_energy_ev": -7360.20089, "molar_mass_da": 84.1, "spin_multiplicity": 1, "orbital_gap_ev": 11.1, "elements": ["C", "O", "C", "C", "C", "C", "H", "H", "H", "H", "H", "H", "H", "H"], "xyz": [[1.882382, -0.409884, 0.356925], [1.594876, 0.943364, 0.692012], [0.541169, 0.157509, 0.185220], [-0.774616, -0.080168, 0.933508], [-1.445545, -0.253895, -0.447079], [-0.265105, 0.528657, -1.063607], [2.108824, -1.054721, 1.208437], [2.547009, -0.541051, -0.499373], [-1.051447, 0.880072, 1.382572], [-0.887369, -0.872467, 1.678185], [-2.462327, 0.124464, -0.591183], [-1.415309, -1.302770, -0.758874], [-0.441461, 1.608431, -1.004447], [0.068923, 0.272457, -2.072292]], "forces_ev_per_angstrom": [[0.06, -0.29, -0.07], [0.02, 0.25, 0.08], [-0.15, 0.05, -0.02], [0.03, -0.02, 0.20], [-0.13, -0.07, -0.05], [0.11, 0.08, -0.14], [-0.16, 0.08, -0.15], [-0.22, 0.02, 0.08], [-0.08, -0.15, 0.01], [0.21, 0.06, -0.13], [0.25, 0.02, 0.07], [-0.01, 0.14, 0.04], [-0.05, -0.12, -0.12], [0.12, -0.05, 0.22]], "nbo_charge": [-0.104, -0.488, 0.212, -0.423, -0.394, -0.423, 0.181, 0.181, 0.214, 0.211, 0.208, 0.200, 0.214, 0.211]}


[9]
{"formula": "C5H8O", "method": "wB97M-V/def2-TZVPD", "e_homo_ha": -0.301, "relative_energy_kcal_mol": 95.6, "total_charge": 0, "lumo_ha": -0.019, "total_energy_ev": -7358.11172, "molar_mass_da": 84.1, "spin_multiplicity": 1, "orbital_gap_ev": 7.7, "elements": ["C", "C", "C", "C", "C", "O", "H", "H", "H", "H", "H", "H", "H", "H"], "xyz": [[0.565960, -0.625527, -2.168418], [1.226917, -0.377370, -0.855056], [0.654764, 0.208679, 0.223114], [-0.676811, 0.738414, 0.178244], [-1.302588, 0.829660, 1.511466], [-0.756066, 0.121392, 2.620365], [1.195317, -0.266439, -2.991316], [0.439336, -1.705405, -2.321134], [-0.415339, -0.146288, -2.201164], [1.229111, 0.235132, 1.154737], [2.241271, -0.765103, -0.740713], [-2.389374, 0.667041, 1.438769], [-1.201190, 1.904256, 1.748145], [-0.811308, -0.818441, 2.402961]], "forces_ev_per_angstrom": [[-0.04, 0.07, 0.01], [-0.03, -0.05, 0.00], [-0.08, 0.03, -0.07], [0.21, -0.14, 0.31], [-0.16, 0.23, -0.26], [-0.01, -0.28, -0.03], [-0.04, -0.06, 0.14], [-0.01, 0.16, 0.02], [0.16, -0.05, -0.01], [-0.06, -0.02, -0.14], [-0.14, 0.04, -0.04], [0.17, -0.03, 0.01], [-0.04, -0.05, -0.11], [0.07, 0.15, 0.16]], "nbo_charge": [-0.682, 0.016, -0.432, 0.051, -0.248, -0.726, 0.226, 0.231, 0.250, 0.214, 0.194, 0.203, 0.242, 0.463]}


[10]
{"formula": "C5H8O", "method": "wB97M-V/def2-TZVPD", "e_homo_ha": -0.357, "relative_energy_kcal_mol": 49.5, "total_charge": 0, "lumo_ha": 0.040, "total_energy_ev": -7360.10787, "molar_mass_da": 84.1, "spin_multiplicity": 1, "orbital_gap_ev": 10.8, "elements": ["C", "C", "C", "O", "C", "C", "H", "H", "H", "H", "H", "H", "H", "H"], "xyz": [[-1.344034, -0.131884, 0.619363], [-0.522149, 0.768049, -0.403993], [0.864104, 1.223766, -0.005759], [1.517420, 0.068207, 0.502506], [0.945284, -1.095907, -0.079005], [-0.465917, -0.708555, -0.447928], [-0.980088, -0.058301, 1.648451], [-2.413870, -0.341288, 0.588995], [-1.084160, 1.351333, -1.133850], [0.873621, 1.989499, 0.784259], [1.401984, 1.623009, -0.884213], [1.017703, -1.908256, 0.659742], [1.503867, -1.399917, -0.983026], [-1.313764, -1.379753, -0.865548]], "forces_ev_per_angstrom": [[1.79, 1.91, 1.37], [-2.25, -0.25, -0.08], [-0.18, 0.10, 0.27], [-0.01, -0.06, 0.16], [0.11, -0.61, -0.28], [-2.41, -2.27, 0.16], [0.05, -0.08, -0.27], [0.34, 0.49, -0.49], [0.28, -0.15, 0.13], [0.03, -0.25, -0.20], [-0.22, -0.12, 0.14], [-0.06, 0.26, -0.20], [-0.09, 0.11, 0.22], [2.64, 0.91, -0.93]], "nbo_charge": [-0.424, -0.251, -0.069, -0.526, -0.066, -0.294, 0.207, 0.217, 0.227, 0.193, 0.173, 0.192, 0.169, 0.254]}